1.
3 unconnected molecules or ions with the total composition C4H15NO2S in a non-equilibrium geometry. Source: the OMol25 dataset; level of theory: ωB97M-V/def2-TZVPD.

Last column: Mulliken charge in e.
Atoms and positions in Å:
C (0.240, -1.103, -1.254)  -0.539
H (-1.685, -1.403, 0.291)  0.397
H (-3.220, 1.445, 2.143)  0.115
H (2.434, -0.687, 0.836)  0.264
H (-0.623, -1.026, -1.928)  0.383
C (-1.313, -0.414, 0.451)  -0.508
H (1.275, -0.624, 1.682)  0.336
O (2.244, -0.581, 1.775)  -0.708
N (0.048, -0.259, -0.066)  0.144
H (1.208, 2.888, -0.861)  0.304
H (2.389, -0.911, -1.354)  0.279
S (-3.040, 0.182, 2.555)  -0.212
H (-0.725, 0.872, 2.139)  0.398
C (-1.340, 0.005, 1.924)  -0.904
H (0.310, -2.124, -0.885)  0.367
H (1.464, 0.183, -2.568)  0.283
C (1.522, -0.741, -1.981)  -1.154
H (-2.043, 0.234, -0.064)  0.360
H (0.150, 0.732, -0.289)  0.070
O (0.304, 2.610, -0.707)  -0.679
H (-0.954, -0.838, 2.479)  0.318
H (1.587, -1.375, -2.885)  0.378
H (-0.231, 2.934, -1.434)  0.309

Summary:
HOMO = -9.016 eV
relative energy (zero: lowest compared OMol25 entry of this formula, charge and spin) = 16.49 kcal per mole
largest force on an atom = 0.0411 Eh/bohr
HOMO-LUMO gap = 9.35 eV
SMILES = CCNCCS.O.O
DFT total energy = -20811.15961 eV

***

2.
3 unconnected molecules or ions with the total composition C4H15NO3 in a non-equilibrium geometry. Source: the OMol25 dataset; level of theory: ωB97M-V/def2-TZVPD.

Last column: Mulliken charge in e.
Atoms and positions in Å:
H (-0.365, -2.482, -3.113)  0.298
H (-0.642, -0.378, -1.632)  0.374
H (-0.944, -3.589, -2.258)  0.570
H (2.501, 1.784, 2.079)  0.321
H (1.137, -0.741, -1.674)  0.314
H (0.993, -0.082, 0.974)  0.233
H (-0.718, 0.251, 0.566)  0.364
H (-0.199, 2.710, 1.077)  0.169
C (1.741, 2.485, 1.735)  -1.486
O (0.560, 1.084, -0.773)  0.091
O (-0.122, -3.272, -2.630)  -1.207
C (0.366, 0.030, -1.700)  -1.403
N (-0.129, 1.664, 2.767)  -0.800
H (-1.095, 1.424, 2.594)  0.288
H (-2.585, -4.862, -0.845)  0.601
C (0.294, 0.655, 0.579)  -0.818
O (-2.226, -4.238, -1.476)  -1.481
H (1.715, 3.301, 2.458)  0.359
H (0.347, 0.430, -2.714)  0.285
H (-2.847, -3.509, -1.472)  0.548
H (-0.369, 2.562, 3.163)  0.311
C (0.422, 1.916, 1.491)  0.729
H (2.164, 2.856, 0.802)  0.338

Summary:
HOMO (spin up / spin down) = 0.758 / -6.985 eV
relative energy (zero: lowest compared OMol25 entry of this formula, charge and spin) = 32.93 kcal per mole
largest force on an atom = 0.0565 Eh/bohr
HOMO-LUMO gap (spin up / spin down) = 2.35 / 10.04 eV
total charge = -1
spin multiplicity = 2
DFT total energy = -12021.86182 eV
expectation value of S² = 0.75

***

3.
3 unconnected molecules or ions with the total composition C4H15NO3 in a non-equilibrium geometry. Source: the OMol25 dataset; level of theory: ωB97M-V/def2-TZVPD.

Last column: Mulliken charge in e.
Atoms and positions in Å:
H (1.461, -0.371, 0.668)  0.198
C (0.348, 0.034, -1.862)  -0.754
C (-1.517, 0.959, -0.367)  -0.232
O (-0.014, -1.893, 2.590)  -0.666
H (0.620, 1.365, -0.241)  0.187
C (-0.168, 1.226, -1.032)  -0.219
H (-0.254, -1.577, -0.522)  0.166
H (-1.655, 1.938, 0.221)  0.289
H (1.126, -2.195, -1.451)  0.344
H (1.947, 1.466, 2.118)  0.251
N (1.777, -1.043, 0.040)  -0.440
O (-2.492, 0.818, -1.367)  -0.525
H (-1.695, -0.043, 0.162)  0.042
H (0.537, 0.891, 2.722)  0.274
H (-0.033, 2.114, -1.756)  0.319
H (-0.415, -1.606, 1.804)  0.289
O (1.074, 1.193, 2.024)  -0.572
C (0.740, -1.208, -0.989)  -0.499
H (-2.871, 1.686, -1.413)  0.336
H (2.585, -0.696, -0.296)  0.242
H (0.573, -2.697, 2.318)  0.351
H (1.155, 0.348, -2.538)  0.363
H (-0.478, -0.337, -2.556)  0.256

Summary:
HOMO = -9.140 eV
relative energy (zero: lowest compared OMol25 entry of this formula, charge and spin) = 51.63 kcal per mole
largest force on an atom = 0.0789 Eh/bohr
HOMO-LUMO gap = 9.79 eV
SMILES = NCCCCO.O.O
DFT total energy = -12021.97921 eV

***

4.
4 unconnected molecules or ions with the total composition C4H15NO3 in a non-equilibrium geometry. Source: the OMol25 dataset; level of theory: ωB97M-V/def2-TZVPD.

Last column: Mulliken charge in e.
Atoms and positions in Å:
H (-1.028, -1.148, 0.037)  -0.011
C (0.706, 0.188, -1.433)  -0.395
H (2.412, -1.908, 0.523)  0.254
H (0.475, 1.063, -0.830)  0.009
H (1.659, 0.427, -1.918)  0.375
H (-0.027, -2.508, 0.650)  0.303
N (2.333, -1.325, -0.292)  -0.571
H (-0.663, 3.370, 1.035)  0.329
O (0.282, 3.340, 0.829)  -0.659
C (0.990, -0.981, -0.486)  1.084
H (-2.471, -0.864, 2.455)  0.327
H (-0.072, -1.006, -3.091)  0.304
H (-1.302, -0.270, -2.150)  0.310
C (-0.056, -1.610, 0.044)  -1.047
C (-0.315, -0.088, -2.555)  -1.139
H (-0.185, 0.694, -3.314)  0.356
H (0.413, 2.392, 0.883)  0.272
H (-0.813, 0.516, 1.940)  0.388
H (-3.079, -0.655, 1.108)  0.299
H (2.922, -0.506, -0.344)  0.252
O (-2.530, -0.203, 1.745)  -0.688
O (0.124, 0.696, 2.135)  -0.585
H (0.228, 0.386, 3.032)  0.232

Summary:
HOMO = -7.918 eV
relative energy (zero: lowest compared OMol25 entry of this formula, charge and spin) = 24.31 kcal per mole
largest force on an atom = 0.0235 Eh/bohr
HOMO-LUMO gap = 8.16 eV
SMILES = C=C(N)CC.O.O.O
DFT total energy = -12023.16392 eV

***

5.
4 unconnected molecules or ions with the total composition C4H15NO4 in a non-equilibrium geometry. Source: the OMol25 dataset; level of theory: ωB97M-V/def2-TZVPD.

Last column: Mulliken charge in e.
Atoms and positions in Å:
C (-1.181, 0.415, -1.326)  0.432
C (0.112, 0.056, -2.111)  -0.228
H (-0.151, 0.423, 0.462)  0.159
H (2.278, 0.456, -1.881)  0.480
H (-2.439, 2.127, 0.027)  0.364
O (2.204, -3.020, -0.010)  -0.641
H (1.928, -2.228, 0.436)  0.330
H (1.751, -0.364, -0.565)  -0.030
H (-3.009, 0.632, 0.829)  0.262
H (2.825, -2.791, -0.722)  0.333
N (-1.087, 0.518, -0.004)  -0.018
H (0.741, -1.731, 2.937)  0.254
H (1.324, 1.350, -0.778)  0.338
H (-0.087, -0.973, -2.350)  0.245
H (-1.749, 1.747, 1.607)  0.295
H (1.483, 0.973, 2.011)  0.273
H (1.021, 1.321, 3.342)  0.306
H (-0.078, -1.688, 1.639)  0.309
C (1.401, 0.343, -1.364)  -0.966
O (1.044, 1.679, 2.462)  -0.596
H (0.102, 0.550, -3.077)  0.301
C (-2.132, 1.376, 0.642)  -0.954
O (-2.242, 0.462, -1.957)  -0.684
O (0.553, -1.191, 2.138)  -0.564

Summary:
HOMO = -9.368 eV
relative energy (zero: lowest compared OMol25 entry of this formula, charge and spin) = 38.47 kcal per mole
largest force on an atom = 0.1062 Eh/bohr
HOMO-LUMO gap = 9.47 eV
SMILES = CCC(=O)NC.O.O.O
DFT total energy = -14071.04220 eV

***

6.
A molecular structure, C4H15O2PSm in a non-equilibrium geometry. Source: the OMol25 dataset; level of theory: ωB97M-V/def2-TZVPD.

Last column: Mulliken charge in e.
Atoms and positions in Å:
H (0.810, -1.467, 0.462)  -0.053
P (-0.109, -0.204, -2.468)  0.480
Sm (-0.199, 0.635, 0.294)  1.008
O (0.010, 0.665, 2.655)  -0.581
H (-2.571, -0.557, -2.375)  0.350
H (0.912, 2.933, 0.476)  0.225
H (1.166, -2.150, -2.931)  0.390
H (2.033, -0.682, -3.407)  0.379
H (-1.844, 1.071, -0.406)  -0.188
H (-0.010, 1.492, 3.229)  0.351
C (-0.303, 1.304, -3.533)  -1.151
C (1.050, -1.161, -3.376)  -1.255
C (1.547, -0.815, -0.341)  0.144
H (0.043, -0.107, 3.280)  0.350
H (0.659, 1.871, -3.544)  0.356
C (-1.701, -1.085, -2.794)  -1.184
H (-1.118, 1.958, -3.137)  0.326
O (2.662, -1.070, -0.727)  -0.398
H (-1.820, -1.174, -3.878)  0.378
H (0.696, -1.303, -4.392)  0.393
H (-0.544, 0.928, -4.528)  0.386
H (-1.651, -2.099, -2.381)  0.359
H (0.902, 2.610, -0.293)  -0.062

Summary:
HOMO (spin up / spin down) = -11.353 / -11.195 eV
largest force on an atom = 0.0688 Eh/bohr
HOMO-LUMO gap (spin up / spin down) = 7.26 / 7.26 eV
total charge = +1
spin multiplicity = 6
DFT total energy = -35668.25228 eV
expectation value of S² = 8.87

***

7.
A molecular structure, C4H16AgO8P in a non-equilibrium geometry. Source: the OMol25 dataset; level of theory: ωB97M-V/def2-TZVPD.

Last column: Mulliken charge in e.
Atoms and positions in Å:
H (-1.767, -2.236, -0.813)  0.228
H (-3.220, -1.329, -0.401)  0.241
H (-2.958, 1.567, -0.749)  0.189
C (1.539, -1.888, 2.272)  -0.713
H (1.781, 3.016, 1.524)  0.289
Ag (0.335, 0.150, -0.450)  0.485
C (-2.340, -1.827, 0.016)  -0.671
H (1.151, 2.164, 2.952)  0.308
O (0.058, 1.885, 1.188)  -0.372
H (-1.779, -0.789, 1.596)  0.182
O (2.290, 0.857, -1.357)  -0.640
O (3.425, -1.283, -2.146)  -0.813
C (-2.649, 1.578, -1.796)  -0.671
O (0.887, -0.994, -2.176)  -0.600
O (2.173, 0.110, -3.872)  -0.723
H (1.941, 1.265, 1.602)  0.142
O (-1.488, -0.890, 0.687)  -0.160
H (1.301, -1.063, 2.951)  0.215
H (0.717, -2.614, 2.316)  0.212
H (-2.929, 2.549, -2.224)  0.297
H (-0.914, 1.492, -2.710)  0.246
H (-2.655, -2.632, 0.679)  0.331
H (-0.592, 2.526, 1.480)  0.216
H (2.382, -1.843, 0.486)  0.227
P (2.329, -0.290, -2.402)  0.943
H (-3.200, 0.793, -2.330)  0.276
C (1.296, 2.098, 1.869)  -0.529
H (2.447, -2.366, 2.653)  0.312
O (1.700, -1.368, 0.978)  -0.188
O (-1.262, 1.360, -1.823)  -0.255

Summary:
HOMO (spin up / spin down) = -3.338 / -2.989 eV
relative energy (zero: lowest compared OMol25 entry of this formula, charge and spin) = 0.00 kcal per mole
largest force on an atom = 0.0283 Eh/bohr
HOMO-LUMO gap (spin up / spin down) = 5.62 / 5.27 eV
total charge = -1
spin multiplicity = 2
DFT total energy = -34075.56901 eV
expectation value of S² = 0.76

***

8.
A molecular structure, C4H16BCl2MgO4S in a non-equilibrium geometry. Source: the OMol25 dataset; level of theory: ωB97M-V/def2-TZVPD.

Last column: Mulliken charge in e.
Atoms and positions in Å:
C (-1.797, 1.875, 2.921)  -1.201
Mg (0.460, -1.200, -0.541)  0.563
H (2.455, -0.851, -0.597)  -0.067
O (0.383, 0.796, 0.158)  -0.030
C (-1.630, 2.544, 1.579)  -0.075
H (1.583, -3.638, -0.933)  0.239
H (-1.262, 0.928, 2.942)  0.275
H (-0.887, 3.710, -1.219)  0.378
H (-1.528, 2.025, -1.224)  0.333
S (0.447, 2.213, 0.037)  1.140
H (3.073, -2.569, 0.009)  -0.374
O (-0.220, 2.784, 1.347)  -0.365
H (-0.760, -3.370, -2.481)  0.247
Cl (-1.598, -1.661, 0.496)  -0.735
O (0.690, -3.297, -1.061)  -0.408
H (0.734, -4.237, -2.892)  0.287
H (-0.157, 2.462, -2.225)  0.383
H (-2.100, 3.527, 1.540)  0.314
C (0.024, -4.014, -2.093)  -0.671
B (2.538, -1.535, 0.384)  0.332
H (-2.860, 1.688, 3.098)  0.360
Cl (0.549, -0.359, -2.747)  -0.733
H (-2.078, 1.898, 0.828)  0.236
C (-0.640, 2.649, -1.268)  -1.012
O (1.673, 2.908, -0.107)  -0.669
H (3.302, -1.026, 1.164)  -0.259
H (-1.473, 2.519, 3.740)  0.324
H (1.481, -1.830, 0.852)  -0.080
H (-0.401, -4.941, -1.705)  0.269

Summary:
HOMO = -5.838 eV
relative energy (zero: lowest compared OMol25 entry of this formula, charge and spin) = 0.00 kcal per mole
largest force on an atom = 0.0319 Eh/bohr
HOMO-LUMO gap = 8.47 eV
total charge = -1
DFT total energy = -54604.42487 eV

***

9.
A molecular structure, C4H16F12LiN2O16S4 in a non-equilibrium geometry. Source: the OMol25 dataset; level of theory: ωB97M-V/def2-TZVPD.

Last column: Mulliken charge in e.
Atoms and positions in Å:
O (-2.867, -3.490, -2.129)  -0.650
H (-7.727, -24.136, -7.319)  0.326
Li (0.408, -16.576, -6.741)  0.990
F (-4.429, -19.484, -2.823)  -0.202
C (-7.557, -1.979, -3.771)  0.579
H (-0.755, -16.046, 1.520)  0.318
S (-4.005, -4.130, -2.792)  0.982
C (-3.380, -19.190, -3.585)  0.694
C (-3.248, -4.899, -4.433)  0.656
O (-0.925, -15.183, 1.144)  -0.627
O (-5.845, -16.807, -6.495)  -0.615
O (-7.780, -24.797, -8.009)  -0.639
N (-4.996, -2.798, -3.348)  -0.470
O (4.263, -23.075, -5.899)  -0.642
S (-3.930, -19.082, -5.451)  0.939
O (-6.815, -3.592, -1.793)  -0.653
H (-7.612, -16.607, -11.900)  0.326
O (-5.266, -16.911, -4.071)  -0.624
O (-9.084, -18.223, 1.863)  -0.644
H (3.309, -23.090, -5.826)  0.321
F (-4.155, -4.829, -5.423)  -0.213
F (-2.195, -4.113, -4.810)  -0.235
H (-0.906, -15.326, 0.197)  0.310
O (-5.376, -19.384, -5.445)  -0.525
F (-3.505, -14.594, -4.322)  -0.217
H (-6.946, -15.854, -13.033)  0.314
H (-6.129, -8.004, -8.331)  0.327
H (-2.591, -16.803, -10.785)  0.317
O (-6.603, -8.342, -9.091)  -0.637
F (-2.422, -20.178, -3.440)  -0.248
H (-5.971, -8.906, -9.537)  0.311
S (-6.395, -3.416, -3.189)  1.107
O (-4.710, -5.224, -2.076)  -0.560
S (-4.790, -16.685, -5.450)  1.081
F (-2.821, -6.183, -4.257)  -0.229
O (-3.053, -20.007, -6.142)  -0.670
N (-3.418, -17.423, -5.799)  -0.563
O (-7.737, -16.347, -12.813)  -0.639
H (4.511, -23.994, -5.997)  0.321
H (-0.301, -23.510, 0.768)  0.319
C (-4.271, -14.812, -5.366)  0.628
H (-9.102, -17.272, 1.965)  0.321
F (-7.255, -1.571, -5.027)  -0.242
O (-2.259, -16.523, -11.638)  -0.646
F (-2.825, -17.992, -3.227)  -0.223
O (-0.157, -23.754, 1.682)  -0.637
O (-6.694, -4.480, -4.093)  -0.620
F (-3.726, -14.399, -6.454)  -0.232
H (-2.445, -17.258, -12.221)  0.328
F (-8.776, -2.396, -3.783)  -0.209
F (-7.499, -0.895, -2.928)  -0.244
H (-7.179, -25.487, -7.728)  0.314
H (-0.238, -24.708, 1.691)  0.318
H (-8.300, -18.394, 1.342)  0.323
F (-5.392, -14.165, -5.192)  -0.215

Summary:
HOMO = -6.237 eV
relative energy (zero: lowest compared OMol25 entry of this formula, charge and spin) = 131.62 kcal per mole
largest force on an atom = 0.0918 Eh/bohr
HOMO-LUMO gap = 3.58 eV
total charge = -1
DFT total energy = -116299.35616 eV

***

10.
A molecular structure, C4H16FN8O4Tl in a non-equilibrium geometry. Source: the OMol25 dataset; level of theory: ωB97M-V/def2-TZVPD.

Last column: Mulliken charge in e.
Atoms and positions in Å:
H (-3.822, -1.331, 3.321)  0.224
H (0.163, 4.368, -2.761)  0.175
O (0.247, -1.425, -0.343)  -0.411
H (-6.092, -0.023, 0.561)  0.257
H (2.580, -2.583, 0.235)  0.167
N (2.108, -2.659, -0.654)  -0.318
N (-0.348, 3.565, -2.424)  -0.385
C (0.989, -2.134, -1.029)  0.688
H (4.940, 1.003, 0.120)  0.164
H (2.632, -3.021, -1.438)  0.153
H (0.129, -1.920, -2.879)  0.241
N (-4.559, -1.607, 2.689)  -0.285
H (3.656, 1.972, -0.316)  0.211
H (-1.287, 3.444, -2.776)  0.242
N (-5.896, -0.769, 1.212)  -0.358
C (3.133, 0.447, 0.900)  0.586
H (3.237, -1.170, 1.950)  0.265
O (-0.333, 1.630, -1.208)  -0.555
O (-3.857, 0.095, 1.528)  -0.405
C (-4.724, -0.740, 1.799)  0.760
H (1.839, 3.548, -2.205)  0.154
F (-2.209, 0.115, 4.149)  -0.335
H (1.343, -3.134, -2.753)  0.169
N (1.514, 2.670, -1.825)  -0.310
H (-5.304, -2.239, 2.945)  0.224
Tl (-0.972, 0.504, 1.452)  0.999
N (3.760, -0.481, 1.427)  -0.329
N (3.955, 1.188, 0.246)  -0.366
N (0.734, -2.474, -2.291)  -0.401
H (4.760, -0.359, 1.347)  0.163
H (-6.484, -1.574, 1.374)  0.207
O (1.941, 0.665, 1.037)  -0.489
H (2.041, 1.821, -1.676)  0.219
C (0.186, 2.611, -1.711)  0.679

Summary:
HOMO = -15.504 eV
relative energy (zero: lowest compared OMol25 entry of this formula, charge and spin) = 92.52 kcal per mole
largest force on an atom = 0.1472 Eh/bohr
HOMO-LUMO gap = 2.33 eV
total charge = +2
DFT total energy = -31908.57840 eV

***

Question: The lowest largest force on an atom belongs to which entry?
Answer: number 4